The following is a quantum chemistry calculation of 6 unconnected molecules or ions with the total composition C41H69BrCl3F2N8O11P3S, from OMol25.

Calculated values
HOMO energy = -0.2522 hartree
HOMO-LUMO gap = 5.1818 eV
E_tot = -8444.77681 Ha
energy above the lowest of the compared OMol25 structures with the same formula, charge and spin = 21.108 eV

Each line ends with the Mulliken charge.
CARTESIAN COORDINATES (ANGSTROEM)
Br (-0.2244, -0.0545, -1.8329)  0.21
Cl (5.0495, 4.6897, -3.5965)  -0.20
Cl (7.1898, -1.8471, 1.2225)  -0.24
Cl (3.3555, 1.0829, 3.8632)  -0.16
S (2.4020, -0.3270, -4.2550)  1.73
P (5.7160, -2.1249, -0.3710)  0.43
P (1.2186, 2.2800, -2.1741)  1.05
P (4.3718, 1.0520, 1.9475)  -0.09
F (5.4387, -0.1112, -4.3191)  -0.35
F (2.9727, 1.0448, -5.1794)  -0.44
O (1.3497, -2.6093, -2.9251)  -0.65
O (2.3312, 3.5933, -2.1459)  -0.60
O (5.0066, -3.5816, 0.2544)  -0.45
O (5.8310, 0.5160, 2.6485)  -0.38
O (5.7147, 0.3418, -0.1574)  -0.74
O (1.8679, 4.1246, 1.0482)  -0.46
O (0.6948, 2.3038, -3.8632)  -0.37
O (2.5556, 3.0642, 0.6392)  0.03
O (2.6244, -2.8810, -1.1605)  -0.52
O (0.9431, -0.4172, -4.7230)  -0.44
O (2.9673, -1.5127, -5.1168)  -0.64
N (-1.3703, 3.7630, -10.1050)  -0.48
N (-2.5290, -4.1151, 2.1475)  0.31
N (0.2345, 1.2170, 3.5764)  -0.55
N (-0.1768, 2.8884, -1.5343)  -0.89
N (-4.3480, -1.3128, 0.6516)  -0.54
N (-3.1760, -0.6413, 6.9118)  -0.50
N (-6.8430, -4.6889, 2.8559)  -0.52
N (4.2670, -0.1746, -2.0300)  1.81
C (-8.5774, -1.5360, 2.8405)  -0.53
C (3.5373, -0.1438, 0.6182)  0.70
C (1.2304, 2.8611, -9.7094)  -0.41
C (-1.2093, -1.9176, 1.4256)  0.04
C (-3.1934, -5.4021, 1.6488)  -0.29
C (-2.6884, -3.8159, 3.6214)  -0.18
C (1.7334, 0.5678, -1.4834)  -1.15
C (1.7278, 1.9353, 0.8789)  -1.95
C (2.7741, -0.3540, -2.4272)  0.88
C (5.8494, 2.0916, -2.4478)  -1.05
C (-9.3742, -2.0877, 1.6625)  -1.12
C (1.2104, 1.5687, -8.8910)  -0.47
C (-2.3511, -0.1315, 7.7178)  0.28
C (-4.2947, -1.4386, -0.6020)  0.33
C (5.2980, -2.3339, -3.4156)  -1.22
C (-3.1081, 2.9743, 2.9967)  -1.08
C (5.7895, 2.9984, -3.8561)  -0.43
C (3.4478, -1.3993, 1.6980)  -1.59
C (-0.2334, 1.1723, 7.9122)  -0.19
C (-5.3792, 0.6559, -2.4562)  -1.33
C (-0.1910, 3.3541, -9.9257)  0.25
C (-7.0975, -1.9204, 2.7899)  0.11
C (0.5839, 1.7496, -7.5119)  -0.79
C (0.5466, 0.2117, 7.0201)  -0.89
C (-3.5920, -5.0732, 4.2108)  -0.47
C (-3.9338, -6.0750, 2.9504)  -0.44
C (0.3778, -1.8144, 0.8714)  0.02
C (-6.9583, -3.4335, 2.8259)  0.27
C (4.5661, -0.5586, -0.5544)  -0.49
C (5.2628, -0.7796, -2.9706)  0.03
C (2.0312, 0.4500, 0.1540)  2.92
C (2.2189, -1.9017, -2.1405)  -0.14
C (-4.1625, -0.2096, -2.7686)  0.05
C (-1.3567, 0.4832, 8.6893)  -0.47
C (-2.5101, 3.4198, 4.3274)  -0.40
C (4.5012, 1.3160, -2.0743)  0.67
C (-0.9942, 3.6156, 4.2626)  -0.56
C (-1.8554, -3.3778, 1.0127)  -0.29
C (0.7876, -0.2899, 1.0035)  -1.80
C (-0.3226, 2.3047, 3.8875)  0.33
C (-4.2304, -1.5902, -2.1130)  -0.44
H (1.8058, 3.6359, -9.1913)  0.27
H (-0.6164, 3.9476, 5.2355)  0.34
H (-8.9636, -1.7327, 0.7104)  0.26
H (6.0700, 2.9222, -1.6148)  0.36
H (4.5096, -3.0606, -2.9648)  0.28
H (-9.0249, -1.9008, 3.7732)  0.31
H (-2.7566, 2.6750, 5.0940)  0.21
H (5.4831, -4.3573, -0.1749)  0.35
H (1.1214, 2.5096, -6.9334)  0.22
H (-2.7174, 2.0009, 2.6836)  0.20
H (0.5991, 2.2895, 0.6966)  0.55
H (-6.3032, 0.1680, -2.7870)  0.32
H (5.3481, 2.4048, -4.7613)  0.26
H (-4.1948, 2.8750, 3.0827)  0.38
H (0.3249, -2.3399, -0.1596)  -0.05
H (6.3411, -2.8401, -3.1080)  0.36
H (1.3556, 0.7415, 6.5073)  0.15
H (-2.2475, -2.8682, 4.1552)  0.30
H (-8.6637, -0.4438, 2.8475)  0.32
H (-5.1143, -2.1373, -2.4584)  0.42
H (6.3895, -0.6009, -2.5952)  0.30
H (-3.9467, -5.1758, 5.3454)  0.26
H (0.6172, 0.8089, -6.9531)  0.04
H (6.5498, 0.1297, -0.6207)  0.59
H (-1.0498, -4.0173, 0.4341)  0.40
H (0.9894, -0.5992, 7.6095)  0.42
H (-0.4669, 2.0483, -7.5813)  0.48
H (6.8482, 1.4934, -2.5262)  0.33
H (1.0037, -0.1747, 2.1807)  0.05
H (0.9232, -2.5821, 1.6077)  0.04
H (-4.5855, -7.0725, 2.9336)  0.27
H (4.0356, 1.9201, -1.1543)  -0.17
H (6.9371, 3.1923, -4.1227)  0.37
H (4.5203, -1.6596, 2.1576)  0.50
H (-3.2588, 0.3160, -2.4365)  -0.13
H (1.7008, 2.6824, -10.6822)  0.32
H (-6.5681, -1.4902, 3.6467)  0.27
H (-5.4634, 0.8632, -1.3847)  0.35
H (-0.6489, 1.9751, 7.2908)  0.02
H (-0.9331, 2.9837, -2.2242)  0.30
H (-5.3009, 1.6203, -2.9678)  0.38
H (-2.8933, 3.7028, 2.2065)  0.31
H (-0.9515, -0.3027, 9.3358)  0.31
H (-3.3437, -2.1759, -2.3781)  0.30
H (-0.2291, 0.3423, 0.9538)  0.34
H (6.2834, 1.3229, 3.0358)  0.37
H (-10.4181, -1.7646, 1.7253)  0.33
H (1.8634, 4.4319, -1.8598)  0.34
H (-3.2137, -5.8757, 0.5681)  0.29
H (-6.6314, -1.5372, 1.8757)  -0.08
H (5.2775, -2.5278, -4.5960)  0.31
H (2.7878, -1.2349, 2.6411)  0.45
H (-2.7210, -3.1326, 0.2273)  -0.15
H (0.6558, 0.7933, -9.4335)  0.33
H (2.2370, 1.2055, -8.7700)  0.28
H (3.8254, 1.7027, -2.9816)  -0.10
H (0.4585, 1.6395, 8.6217)  0.36
H (-1.1907, -1.7048, 2.5770)  -0.03
H (2.2198, 4.4253, 1.9372)  0.32
H (-2.9802, 4.3618, 4.6307)  0.41
H (-0.0910, -0.2313, 6.2485)  0.20
H (-0.7360, 4.3783, 3.5200)  0.32
H (1.6215, 1.8512, 2.0660)  0.07
H (-9.3738, -3.1823, 1.6515)  0.36
H (-1.8758, 1.2101, 9.3230)  0.32
H (3.0431, -2.4006, 1.2693)  0.19
H (-4.0831, -0.3323, -3.8544)  0.40
H (0.3975, 3.2518, -4.0275)  0.31
H (-1.8831, -1.0754, 0.9403)  -0.11

Force components x, y, z for each atom (eV/Å):
1.5 -0.6 0.1
0.5 -1.8 -0.3
-1.4 0.0 -0.8
0.0 -0.6 -0.9
-4.2 -5.4 -10.9
0.4 -3.5 0.6
-5.5 6.8 -1.7
1.6 3.1 0.6
-1.5 -0.2 3.2
-0.3 -1.6 2.7
3.7 6.4 2.0
-0.9 -2.1 0.2
1.5 1.6 -1.3
-0.8 0.4 -0.6
-1.2 -0.7 -1.5
-1.7 3.7 1.9
1.9 0.0 1.5
2.3 -3.1 -1.6
0.9 7.2 -2.4
4.1 2.3 3.6
0.6 4.5 4.5
9.4 -3.3 1.5
-1.4 -2.8 0.3
-4.9 8.8 3.0
2.9 -0.5 0.3
0.3 -0.8 -10.0
6.6 4.1 6.3
-1.1 10.0 -0.3
-0.6 1.1 -0.6
-0.4 -0.1 0.0
-1.4 -2.6 1.2
-1.1 0.1 -0.2
0.4 0.2 -0.3
-1.7 -0.2 6.2
-2.6 -4.8 -1.5
0.0 -0.7 -0.5
-3.0 -0.3 2.2
-2.0 -1.6 2.3
1.6 1.7 0.0
-0.1 0.0 -0.1
-0.1 -0.3 0.3
-5.7 -3.5 -5.2
-0.5 0.6 8.4
0.5 -2.5 -0.5
-0.1 0.0 -0.1
2.0 -1.2 0.1
0.0 -2.2 0.4
0.3 0.0 -0.3
-0.1 0.1 0.0
-7.9 3.0 -1.4
-0.1 -1.1 0.1
0.0 -0.1 0.1
0.1 0.0 -0.1
1.5 1.2 -4.1
3.1 4.3 -0.9
-2.1 -1.9 0.7
1.1 -8.4 0.2
1.9 0.9 4.1
5.2 -2.4 -3.4
-0.9 1.4 2.0
-2.9 -11.4 0.1
-0.1 0.4 -0.1
-0.7 -0.2 -0.9
-0.4 -0.2 -0.1
-2.0 5.4 -1.7
0.3 -1.0 -0.2
-0.2 1.7 -0.7
-0.7 -0.2 1.9
3.9 -7.2 -2.0
0.1 0.3 1.1
-0.2 0.0 -0.1
0.1 -0.2 -0.2
-0.1 -0.1 0.1
-0.7 -2.1 -1.6
1.0 1.7 -0.6
0.2 0.1 -0.1
0.1 0.1 0.0
-0.8 1.5 0.6
-0.1 -0.1 0.0
0.0 0.1 0.0
2.5 -1.0 -0.5
0.1 0.1 0.1
0.3 1.4 1.9
0.2 0.0 0.0
0.6 1.3 1.6
-2.2 1.6 -0.4
-0.1 -0.1 0.1
-1.0 -2.2 -1.4
0.1 -0.1 0.1
0.1 0.0 0.2
-3.1 -0.1 -0.1
0.9 0.3 -3.0
0.0 0.2 0.0
-0.3 -0.1 0.3
-1.5 1.0 1.6
-0.1 0.1 -0.1
0.1 0.0 -0.1
-2.0 0.8 0.1
0.1 -0.1 -3.0
-0.8 2.0 -1.7
1.7 2.6 0.1
0.9 -2.0 -1.7
-2.6 -0.3 0.6
-2.1 0.9 -1.2
-0.1 -0.2 -0.1
-0.2 0.2 0.1
0.1 -0.2 -0.1
0.0 -0.1 -0.1
0.0 -0.1 0.2
0.7 -0.6 0.3
0.0 -0.2 0.0
0.0 -0.1 0.1
-0.2 0.0 -0.2
-0.1 0.0 0.2
2.6 -1.2 -0.5
-1.0 -1.2 -0.7
0.1 0.0 -0.1
0.2 -1.7 -0.2
0.4 1.7 2.4
0.1 -0.2 0.1
-0.4 1.2 2.7
1.2 0.3 -1.9
2.0 -0.7 1.8
0.2 0.2 0.0
-0.1 0.1 -0.1
1.3 -1.1 1.8
-0.2 0.0 0.0
-0.2 -0.6 -2.1
-0.1 -0.9 -1.2
0.2 -0.1 0.0
0.1 0.1 0.1
0.1 -0.2 0.0
0.8 -0.6 -2.6
0.1 0.1 0.0
-0.1 -0.2 -0.1
0.8 1.9 0.2
0.1 -0.1 0.2
0.8 -1.6 0.7
1.5 -1.7 1.0